{
  "formula": "C13H30Cl12N2O4P2",
  "method": "ωB97M-V/def2-TZVPD",
  "elements": ["N", "P", "O", "C", "O", "O", "P", "N", "O", "H", "H", "H", "H", "H", "H", "Cl", "C", "C", "Cl", "H", "H", "H", "H", "Cl", "C", "C", "Cl", "H", "H", "H", "H", "Cl", "C", "C", "Cl", "H", "H", "H", "H", "Cl", "C", "C", "Cl", "H", "H", "H", "H", "Cl", "C", "C", "Cl", "H", "H", "H", "H", "Cl", "C", "C", "Cl", "H", "H", "H", "H"],
  "positions_angstrom": [[-2.27676, -0.67129, 1.16151], [-1.46688, -1.06731, -0.08573], [-0.42055, 0.03991, -0.67778], [-0.11352, 1.18194, 0.01457], [0.34557, 1.18984, 1.10325], [-0.33514, 2.29054, -0.71507], [0.01195, 2.25042, -2.37673], [-1.45504, 2.88132, -2.92317], [0.84907, 3.63938, -2.45583], [-2.07280, -1.23618, 1.97819], [-2.26791, -1.25373, -1.20820], [-0.65615, -2.19146, 0.05545], [-2.18989, 2.79569, -2.22247], [-1.73037, 2.38524, -3.76468], [1.52012, 3.71112, -1.75622], [1.84020, -3.17155, -0.62592], [2.30616, -1.75120, 0.35894], [3.59849, -1.97815, 1.09015], [3.43654, -3.22139, 2.36750], [1.49185, -1.53808, 1.04731], [2.41436, -0.91400, -0.32855], [3.90324, -1.05228, 1.57529], [4.38840, -2.29727, 0.41679], [4.79256, -1.14570, -2.14072], [4.40898, -2.17997, -3.54666], [3.60564, -1.45010, -4.59105], [1.97057, -1.06544, -4.00208], [3.86949, -3.04749, -3.17580], [5.35705, -2.50415, -3.97085], [3.49552, -2.08687, -5.46672], [4.08013, -0.51912, -4.88809], [-3.57432, 3.53619, -0.26988], [-3.22772, 5.21723, -0.76862], [-3.87944, 6.21936, 0.14541], [-5.65587, 6.20279, 0.00547], [-3.56615, 5.33378, -1.79413], [-2.14643, 5.33934, -0.74046], [-3.54550, 7.22024, -0.12086], [-3.62938, 6.02905, 1.18533], [-9.18415, 5.69742, 0.60576], [-8.78986, 4.22530, -0.31869], [-10.00772, 3.38619, -0.60029], [-10.67921, 2.65219, 0.87896], [-8.04592, 3.67090, 0.24679], [-8.34572, 4.54932, -1.25819], [-9.73803, 2.56936, -1.26703], [-10.79446, 3.97560, -1.06264], [7.09426, 0.23439, 4.20261], [5.80789, -0.95941, 4.52241], [4.58397, -0.33219, 5.13450], [4.88246, 0.24635, 6.79322], [6.22135, -1.72994, 5.16675], [5.54442, -1.40878, 3.56690], [3.78959, -1.07435, 5.19075], [4.23643, 0.51341, 4.54691], [1.41082, -8.35569, -0.64260], [1.87430, -6.93937, 0.33901], [3.17040, -7.14935, 1.07357], [3.02761, -8.37650, 2.35950], [1.05939, -6.73153, 1.02671], [1.98078, -6.09936, -0.34274], [3.46596, -6.21663, 1.55086], [3.95942, -7.46797, 0.39807]],
  "lowdin_charge": [-0.24, 0.68, -0.26, -0.70, 0.16, -0.19, 0.81, -0.13, -0.27, -0.02, 0.02, -0.02, -0.03, 0.03, 0.06, 0.56, -0.66, -0.66, 0.56, 0.06, 0.05, 0.07, 0.03, 0.58, -0.64, -0.66, 0.53, 0.05, 0.07, 0.07, 0.07, 0.57, -0.64, -0.66, 0.55, 0.07, 0.08, 0.07, 0.07, 0.52, -0.68, -0.67, 0.54, 0.07, 0.07, 0.07, 0.07, 0.54, -0.67, -0.68, 0.54, 0.07, 0.03, 0.07, 0.07, 0.53, -0.68, -0.67, 0.54, 0.07, 0.03, 0.04, 0.07],
  "smiles": "N=[PH2]OC(=O)OP(N)O.ClCCCl.ClCCCl.ClCCCl.ClCCCl.ClCCCl.ClCCCl",
  "e_tot_ha": -7128.9094,
  "mol_weight_g_mol": 765.78,
  "largest_force_ev_per_a": 1.1,
  "gap_ha": 0.36013,
  "homo_ev": -9.6086
}